Molecular formula: C6H10O
Method: DFT, the ωB97M-V functional and the def2-TZVPD basis

Output
lowest unoccupied orbital energy = 0.795 eV
SMILES string = C/C=C/C=C(/C)O
net charge = 0
gap between HOMO and LUMO = 9.01 eV
HOMO energy = -8.2 eV

Positions of all 17 atoms, in Å:
C: 0.79 -2.39 1.99
C: 0.23 -1.70 0.76
C: -0.41 -0.53 0.78
C: -1.06 0.18 -0.38
C: -0.22 1.13 -0.81
C: -0.47 1.69 -2.13
O: 0.80 1.54 -0.07
H: -0.03 -2.34 2.74
H: 1.01 -3.44 1.74
H: 1.66 -1.99 2.45
H: 0.30 -2.20 -0.25
H: -0.77 -0.03 1.61
H: -1.96 0.06 -0.91
H: 0.46 1.80 -2.81
H: -1.09 2.69 -2.04
H: -0.82 1.02 -2.86
H: 1.68 1.84 -0.33

Here are the Mulliken charges for atoms 1 to 4, given in e:
1 C -1.0347
2 C 0.1271
3 C -0.3937
4 C -0.9011

***

Molecular formula: C6H10O
Method: DFT, the ωB97M-V functional and the def2-TZVPD basis

Output
lowest unoccupied orbital energy = 1.020 eV
SMILES string = C#CC(C)(C)OC
net charge = 0
gap between HOMO and LUMO = 10.71 eV
HOMO energy = -9.7 eV

Positions of all 17 atoms, in Å:
C: 0.50 -2.25 -0.74
C: 0.55 -1.20 -0.15
C: 0.05 0.07 0.41
C: -1.48 -0.21 0.42
C: 0.51 0.41 1.83
O: 0.44 1.22 -0.33
C: 0.57 1.10 -1.73
H: 0.24 -3.15 -1.24
H: -2.04 0.72 0.45
H: -1.71 -0.83 1.29
H: -1.80 -0.80 -0.45
H: 0.32 -0.42 2.52
H: -0.05 1.29 2.17
H: 1.58 0.67 1.87
H: -0.39 0.89 -2.22
H: 0.95 2.06 -2.09
H: 1.29 0.31 -2.01

Here are the Mulliken charges for atoms 1 to 4, given in e:
1 C 0.1540
2 C -1.2498
3 C 1.7835
4 C -1.5308

***

Molecular formula: C6H10O
Method: DFT, the ωB97M-V functional and the def2-TZVPD basis

Output
lowest unoccupied orbital energy = 0.902 eV
SMILES string = C1=CCCC1.C=O
net charge = 0
gap between HOMO and LUMO = 9.76 eV
HOMO energy = -8.9 eV

Positions of all 17 atoms, in Å:
C: -0.10 1.07 0.65
C: 1.19 1.18 0.33
C: 1.57 0.35 -0.87
C: 0.21 -0.22 -1.36
C: -0.87 0.37 -0.42
H: -0.57 1.54 1.51
H: 1.89 1.81 0.84
H: 2.06 0.95 -1.65
H: 2.28 -0.44 -0.59
H: 0.03 0.04 -2.41
H: 0.19 -1.31 -1.30
H: -1.50 -0.46 -0.02
H: -1.56 1.07 -0.89
C: -1.21 -1.48 1.53
O: -0.25 -0.91 1.99
H: -2.25 -1.19 1.78
H: -1.11 -2.36 0.88

Here are the Mulliken charges for atoms 1 to 4, given in e:
1 C -0.2705
2 C -0.4522
3 C -0.5592
4 C -0.5782

***

Molecular formula: C6H10O
Method: DFT, the ωB97M-V functional and the def2-TZVPD basis

Output
lowest unoccupied orbital energy = 1.115 eV
SMILES string = CO[C@@H]1[C@@H]2CC[C@@H]21
net charge = 0
gap between HOMO and LUMO = 10.41 eV
HOMO energy = -9.3 eV

Positions of all 17 atoms, in Å:
C: -1.22 -1.86 -0.86
O: -0.84 -1.13 0.28
C: -0.92 0.24 0.07
C: 0.18 1.02 -0.57
C: 1.55 0.49 -0.17
C: 1.14 0.57 1.32
C: -0.19 1.20 0.91
H: -1.09 -2.92 -0.63
H: -0.60 -1.60 -1.74
H: -2.27 -1.66 -1.12
H: -1.92 0.57 -0.24
H: -0.09 1.53 -1.48
H: 2.37 1.19 -0.39
H: 1.81 -0.49 -0.57
H: 1.77 1.22 1.93
H: 1.02 -0.40 1.81
H: -0.69 2.02 1.44

Here are the Mulliken charges for atoms 1 to 4, given in e:
1 C -0.7420
2 O -0.3586
3 C -0.1082
4 C -0.3663

***

Molecular formula: C6H10O
Method: DFT, the ωB97M-V functional and the def2-TZVPD basis

Output
lowest unoccupied orbital energy = 1.071 eV
SMILES string = C=C(C)[C@H]1O[C@@H]1C
net charge = 0
gap between HOMO and LUMO = 10.28 eV
HOMO energy = -9.2 eV

Positions of all 17 atoms, in Å:
C: -2.02 -1.19 -0.02
C: -1.40 -0.03 -0.15
C: -1.77 1.39 0.22
C: 0.31 -0.26 -0.76
O: 0.97 0.86 -0.93
C: 1.31 0.11 0.26
C: 2.69 -0.38 0.29
H: -3.13 -1.24 0.25
H: -1.60 -2.09 -0.47
H: -0.86 1.88 0.65
H: -2.11 1.82 -0.73
H: -2.65 1.30 0.88
H: 0.32 -1.12 -1.56
H: 0.86 0.71 1.13
H: 3.26 0.00 -0.46
H: 2.74 -1.60 0.11
H: 3.08 -0.17 1.30

Here are the Mulliken charges for atoms 1 to 4, given in e:
1 C -0.9244
2 C 0.5319
3 C -0.9477
4 C -0.0227

***

Molecular formula: C6H10O
Method: DFT, the ωB97M-V functional and the def2-TZVPD basis

Output
lowest unoccupied orbital energy = 0.945 eV
SMILES string = C[C@H]1CC=C[C@H]1O
net charge = 0
gap between HOMO and LUMO = 10.39 eV
HOMO energy = -9.4 eV

Positions of all 17 atoms, in Å:
C: -1.94 0.49 -0.55
C: -0.58 0.48 0.20
C: -0.39 -0.93 0.76
C: 1.08 -1.09 1.01
C: 1.78 -0.15 0.39
C: 0.91 0.85 -0.35
O: 1.29 0.82 -1.73
H: -2.00 -0.26 -1.36
H: -2.72 0.18 0.17
H: -2.26 1.45 -0.95
H: -0.71 1.20 1.02
H: -0.66 -1.60 -0.07
H: -1.02 -1.18 1.62
H: 1.49 -1.94 1.54
H: 2.86 -0.19 0.27
H: 1.11 1.89 -0.05
H: 1.73 -0.02 -1.90

Here are the Mulliken charges for atoms 1 to 4, given in e:
1 C -1.3888
2 C 0.3042
3 C -0.8242
4 C -0.2958